one | Computed, not measured: a structure of composition C3H9N3S, with ωB97M-V/def2-TZVPD.

Geometry as XYZ:
```
16
Properties=species:S:1:pos:R:3
C -0.94 0.87 1.10
C -1.68 -1.03 -0.53
C 1.70 -0.15 -0.14
H -2.06 1.20 0.94
H -0.32 0.50 2.26
H -0.11 1.73 0.77
H -2.53 -0.38 -0.81
H -1.09 -1.49 -1.32
H -2.08 -1.89 0.08
H 0.82 -1.50 0.92
H 2.62 1.53 -1.02
H 0.75 1.32 -1.51
N -0.59 -0.06 -0.03
N 0.52 -0.97 0.13
N 1.60 0.81 -1.18
S 3.39 -0.47 0.33
```

Its HOMO-LUMO gap is 8.877 eV.

=====

two | Computed, not measured: the molecule C3H9N3S, with ωB97M-V/def2-TZVPD.

Geometry as XYZ:
```
16
Properties=species:S:1:pos:R:3
C 1.46 -2.05 0.04
N 1.35 -0.61 -0.08
C 0.21 -0.05 -0.17
N 0.14 1.32 -0.18
N 1.31 2.08 -0.15
S -1.28 -0.93 -0.31
C -2.47 0.35 0.17
H 1.05 -2.47 0.99
H 0.96 -2.66 -0.73
H 2.53 -2.27 -0.04
H -0.62 1.80 -0.63
H 1.58 2.17 0.86
H 2.08 1.51 -0.54
H -2.33 0.78 1.19
H -2.53 1.18 -0.57
H -3.45 -0.16 0.15
```

Its HOMO-LUMO gap is 9.363 eV. Its SMILES is C/N=C(/NN)SC.

=====

three | Computed, not measured: the molecule C3H9N3S, with ωB97M-V/def2-TZVPD.

Geometry as XYZ:
```
16
Properties=species:S:1:pos:R:3
C -1.23 2.14 0.13
N -1.37 0.71 0.00
C -0.34 -0.03 -0.08
N -0.44 -1.39 -0.07
N -1.73 -1.97 0.00
S 1.31 0.70 -0.16
C 2.30 -0.78 0.22
H -0.94 2.46 1.16
H -0.49 2.56 -0.58
H -2.22 2.59 -0.09
H 0.07 -1.91 -0.68
H -1.93 -1.91 0.98
H -2.41 -1.35 -0.46
H 1.83 -1.28 1.07
H 2.36 -1.39 -0.69
H 3.26 -0.46 0.65
```

Its HOMO-LUMO gap is 9.563 eV. Its SMILES is C/N=C(/NN)SC.

=====

Energy above the most stable structure, in kJ/mol: one 346.2; two 0.0; three 9.8

=====

one | Computed, not measured: the molecule C4H7FN2O, with ωB97M-V/def2-TZVPD.

Geometry as XYZ:
```
15
Properties=species:S:1:pos:R:3
H 2.30 -1.01 -0.23
N 1.64 -1.66 0.12
C 0.57 -1.02 0.12
N -0.65 -1.56 0.67
O -1.70 -0.65 0.18
C -1.19 0.19 -0.79
C 0.25 0.36 -0.33
C 0.35 1.33 0.80
F 1.14 0.70 -1.38
H -0.90 -2.42 0.16
H -1.13 -0.25 -1.87
H -1.75 1.11 -0.76
H 1.21 1.17 1.47
H 0.41 2.35 0.37
H -0.55 1.34 1.48
```

Its HOMO-LUMO gap is 10.794 eV. Its SMILES is [H]/N=C1/NOC[C@]1(C)F.

=====

two | Computed, not measured: the molecule C4H7FN2O, with ωB97M-V/def2-TZVPD.

Geometry as XYZ:
```
15
Properties=species:S:1:pos:R:3
N 2.61 -0.62 0.15
N 1.23 -0.33 -0.03
C 0.33 -1.26 -0.06
C -1.15 -0.99 -0.15
F -1.96 -2.04 -0.30
C -1.67 0.15 0.24
C -1.00 1.50 0.42
O -0.23 1.87 -0.80
H 2.88 -1.59 -0.18
H 2.87 0.22 -0.46
H 0.43 -2.40 -0.13
H -2.75 0.37 0.42
H -0.30 1.60 1.26
H -1.71 2.33 0.38
H 0.42 1.21 -0.76
```

Its HOMO-LUMO gap is 9.440 eV. Its SMILES is N/N=C/C(F)=C\CO.

=====

three | Computed, not measured: the molecule C4H7FN2O, with ωB97M-V/def2-TZVPD.

Geometry as XYZ:
```
15
Properties=species:S:1:pos:R:3
N 1.26 -0.89 -1.36
C 0.15 -1.39 -0.52
C 0.32 -0.98 0.91
F 0.90 -1.97 1.60
C -0.08 0.10 1.65
C -0.66 1.25 0.99
N -0.43 1.37 -0.27
O -1.04 2.55 -0.70
H 1.31 0.12 -1.18
H 1.01 -1.14 -2.32
H -0.88 -1.11 -0.87
H 0.26 -2.47 -0.54
H 0.00 0.02 2.74
H -1.25 2.00 1.52
H -0.88 2.53 -1.66
```

Its HOMO-LUMO gap is 9.363 eV. Its SMILES is NC/C(F)=C\C=N\O.

=====

Energy above the most stable structure, in kJ/mol: one 0.0; two 97.3; three 33.2

=====

one | Computed, not measured: a structure of composition C5H6N2S, with ωB97M-V/def2-TZVPD.

Geometry as XYZ:
```
14
Properties=species:S:1:pos:R:3
C -0.19 1.75 1.54
C -0.28 0.72 0.47
C 0.03 -0.89 -1.03
C 1.05 -1.91 -1.38
C 0.68 -0.16 0.04
H -1.12 1.67 2.21
H 0.76 1.46 2.31
H -0.10 2.86 1.17
H -2.47 0.61 -0.13
H 0.82 -2.90 -0.93
H 1.25 -2.10 -2.54
N -1.42 0.41 -0.26
N -1.25 -0.58 -1.19
S 2.24 -0.93 -0.27
```

Its HOMO-LUMO gap is 8.849 eV.

=====

two | Computed, not measured: a structure of composition C5H6N2S, with ωB97M-V/def2-TZVPD.

Geometry as XYZ:
```
14
Properties=species:S:1:pos:R:3
C -0.34 0.85 1.56
C 0.90 0.37 2.03
C -0.43 0.35 0.27
C -1.37 0.46 -0.86
C 0.78 -1.22 -1.66
N 1.52 -0.36 1.11
N 0.71 -0.33 0.10
S -0.74 -0.56 -2.29
H -1.05 1.44 2.09
H 1.36 0.53 2.99
H -2.37 0.09 -0.63
H -1.43 1.48 -1.24
H 1.69 -0.84 -2.09
H 0.77 -2.27 -1.39
```

Its HOMO-LUMO gap is 9.015 eV.

=====

Energy above the most stable structure, in kJ/mol: one 33.9; two 0.0